Computed, not measured: C33H40N4OsP2S as an isolated structure at a distorted geometry, with ωB97M-V/def2-TZVPD.

The total charge is +2. The HOMO energy (alpha / beta) is -13.083 / -13.054 eV. The calculation puts the relative energy (zero: lowest compared OMol25 entry of this formula, charge and spin) at 67.3 kcal/mol. As for the multiplicity: 5.

Geometry as XYZ:
```
81
Properties=species:S:1:pos:R:3:forces:R:3
H -0.35823 0.34369 -2.69708 0.208 0.662 -0.640
H 6.16576 1.92926 -0.69896 -0.088 -0.030 -0.032
C 0.17123 1.26466 -3.01061 -0.286 0.245 -0.538
C 3.96798 1.89802 -0.76102 0.302 -0.109 0.082
H -2.30463 0.39404 -1.64743 -0.304 0.366 0.114
C -4.46557 -1.65651 0.69526 -1.425 0.090 1.657
H 2.47989 3.48768 -2.42385 -0.354 -0.041 -0.268
C -0.73073 -2.62302 -0.35517 -0.426 -1.311 -0.686
H 3.18619 -1.00586 0.49360 0.189 0.204 0.045
C 2.16756 -3.12444 -1.25035 -0.217 -0.373 0.191
C 3.72007 -0.13014 0.15654 0.482 -0.098 -0.065
H -5.07702 -2.03600 -0.11984 -0.100 0.244 0.428
C -0.58661 3.85460 -0.43999 -0.294 0.963 -0.261
H -2.97887 2.04520 -3.22353 0.032 -0.031 0.191
H 0.42974 2.79404 1.18838 0.197 -0.488 0.294
C -2.42314 3.83416 -2.14392 -0.409 0.373 -0.170
H -1.57058 -3.03158 0.22025 0.076 0.316 -0.103
N 1.10420 1.84380 -2.16623 0.363 -0.409 1.626
H -1.01589 3.98670 1.69280 -0.195 0.056 -0.488
H -0.26610 3.98307 -2.51379 -0.279 -0.426 0.498
H -3.44981 -0.62226 3.70393 -0.042 -0.298 -0.186
H 5.87211 -0.55157 0.39197 -0.098 -0.004 -0.025
C -3.13049 -1.31545 0.54632 0.877 0.314 0.652
C -1.55506 4.02022 0.72410 -0.101 -0.067 0.343
C -4.78249 -1.40102 2.05267 -0.959 -0.723 -2.277
C -0.73968 -3.48675 4.18767 0.190 0.769 -1.330
C 2.36831 -4.11544 -2.24963 0.159 0.387 0.369
H -2.03005 5.02748 0.71082 0.399 -0.580 -0.143
N -0.09613 -1.85013 2.75166 -0.119 0.616 -0.870
H -0.49913 1.69498 -5.06287 0.292 0.019 0.119
C -3.07037 2.41944 -2.19808 0.006 0.152 -0.730
N 3.02162 0.94854 -0.37409 -1.789 -0.175 0.067
H -4.15595 2.56579 -2.03870 0.420 -0.362 0.117
H -0.80933 1.51605 2.68889 0.343 -0.232 -0.260
C 1.13301 2.96052 -4.15301 0.561 -0.264 1.428
H -2.57301 -1.22840 -0.40660 -0.568 -0.215 0.935
S 1.48454 -1.59227 -1.74419 0.151 -0.194 -0.852
C 2.92505 -5.34491 -1.89833 -0.212 0.233 0.160
H 1.18809 -0.76912 4.10427 -0.171 -0.241 0.250
H -0.94092 -2.82328 -1.41744 -0.122 -0.619 0.260
C 1.70776 2.87882 -2.87574 -0.364 0.104 -0.535
H -3.02266 4.50201 -1.50048 0.190 -0.296 -0.172
C -0.80887 -3.05747 2.87422 0.017 -0.355 1.216
C 0.06704 0.95000 2.31376 0.249 0.436 0.465
P -0.53396 -0.62344 1.60394 -1.091 -1.480 -0.386
H -2.86007 2.69118 1.83944 -0.068 0.159 -0.338
Os -0.45315 -0.54765 -0.65897 3.818 -1.465 1.907
P 1.14251 1.08630 -0.37372 2.932 0.959 -2.600
C -3.60606 -0.98867 2.69222 2.001 0.324 -0.692
H -5.77235 -1.46966 2.47998 0.153 -0.073 0.182
H 1.39265 3.68344 -4.92026 0.011 -0.234 0.220
H 1.91706 2.01220 1.72142 -0.419 -0.206 -0.112
C -2.71207 2.95278 0.77585 -0.025 0.289 0.542
H 3.67133 2.83566 -1.20513 0.175 -0.226 0.219
H 3.74463 -6.56054 -0.30450 0.031 0.377 -0.125
H -2.05148 0.87741 0.75441 -0.562 0.855 -0.812
H 0.49867 3.93554 -0.24051 -0.716 0.223 -0.224
H -1.23127 -4.36193 4.57785 0.115 -0.077 0.007
C 5.24180 1.40834 -0.50141 -1.271 -0.034 0.062
H 3.49370 -4.75634 1.43086 -0.137 -0.122 -0.316
H 2.04842 -3.88523 -3.26520 0.205 -0.204 0.170
H 3.00777 -6.12491 -2.65284 0.076 0.190 0.185
C 0.90732 1.81757 1.31960 0.215 0.910 0.048
H 0.16392 -3.20013 -0.08378 -0.539 0.311 -0.024
C 3.16608 -4.59962 0.40235 -0.367 0.411 0.050
C 0.15508 1.93720 -4.23186 -0.141 -0.739 1.004
C 0.09344 -2.55699 4.90419 0.202 0.723 -1.164
H 0.69178 0.75129 3.19986 -0.408 0.076 -0.432
C 5.08501 0.11397 0.07338 -1.098 0.265 -0.007
C 0.49579 -1.59233 4.00096 -0.405 -0.391 1.026
H 0.36068 -2.59911 5.94935 0.114 -0.034 -0.133
H -2.47920 4.25565 -3.16215 -0.055 -0.124 0.445
N -2.56651 -1.00328 1.77240 0.354 0.804 -0.039
C -0.99871 3.84227 -1.71016 0.554 0.693 0.032
C -2.49888 1.40728 -1.24154 -0.992 0.359 0.327
C -2.40335 1.66722 0.06563 0.184 -0.519 0.679
C 3.34146 -5.58380 -0.57839 -0.246 0.144 -0.253
H -1.25809 -3.50892 2.00852 -0.145 0.017 0.230
H -3.67025 3.40359 0.47011 0.397 -0.244 -0.230
H 2.24272 -2.68706 0.87309 0.295 -0.388 -0.293
C 2.51477 -3.40643 0.08881 0.074 -0.136 -0.028
```
Positions in Å, forces in eV/Å.